No. 1
{"formula": "C5H9IN5O2", "method": "ωB97M-V/def2-TZVPD", "e_tot_ev": -24965.1743, "orbital_gap_ev": 8.93, "charge": 1, "lumo_energy_ev": -4.72, "symbols": ["C", "C", "N", "C", "N", "N", "N", "C", "C", "O", "I", "N", "O", "H", "H", "H", "H", "H", "H", "H", "H", "H"], "xyz": [[2.9782, 0.7145, 0.5212], [2.3792, 0.0546, -0.7687], [1.7666, -1.2942, -0.3885], [0.6215, -1.0018, 0.3460], [0.4311, -0.9013, 1.6658], [-0.8427, -0.5619, 1.8849], [-1.3902, -0.4530, 0.7303], [-2.8025, -0.0413, 0.6969], [-2.8580, 1.3777, -0.0214], [-2.5476, 2.2990, 0.6182], [-3.4612, 1.6402, -2.0658], [-0.5836, -0.7112, -0.2932], [-0.8618, -0.6713, -1.5946], [3.2478, -0.0777, 1.2500], [2.1803, 1.3120, 1.0148], [3.8144, 1.3939, 0.2905], [1.5100, 0.6939, -1.0554], [3.0945, -0.0356, -1.6000], [1.4437, -1.6894, -1.2782], [-3.4522, -0.7837, 0.1889], [-3.2056, 0.1391, 1.7103], [-1.4620, -1.4022, -1.8521]]}

---

No. 2
{"formula": "HN2O6S", "method": "ωB97M-V/def2-TZVPD", "e_above_lowest_kcal_mol": 14.85, "e_tot_ev": -26112.5495, "orbital_gap_ev": 8.99, "charge": -1, "lumo_energy_ev": 3.75, "symbols": ["N", "N", "O", "O", "O", "O", "O", "O", "S", "H"], "xyz": [[-1.1579, 1.2472, 2.1490], [0.3470, -1.4390, -1.3814], [-1.6878, 1.2138, 0.9863], [0.5466, -2.5596, -0.9589], [-0.3318, -1.0812, -2.3053], [2.1300, -0.2790, 0.0894], [0.2019, 1.0842, -0.6671], [0.0100, 0.8833, 2.0742], [0.6520, -0.2344, 0.0766], [-0.7099, 1.1647, -0.0628]]}

---

No. 3
{"formula": "C30H28CaN2Si", "method": "ωB97M-V/def2-TZVPD", "e_tot_ev": -60856.8728, "orbital_gap_ev": [4.20, 4.16], "charge": 0, "lumo_energy_ev": [-0.42, -0.16], "symbols": ["C", "C", "C", "H", "C", "C", "H", "H", "H", "H", "Ca", "C", "H", "H", "H", "Si", "C", "C", "H", "C", "H", "C", "H", "C", "H", "C", "H", "C", "C", "H", "C", "H", "C", "H", "C", "H", "C", "H", "H", "H", "C", "C", "N", "C", "C", "C", "C", "C", "C", "C", "C", "C", "N", "C", "H", "H", "H", "H", "H", "H", "H", "H"], "xyz": [[-0.8465, -0.7974, 1.0851], [-0.9110, -1.6768, -0.0318], [0.2155, -2.5352, -0.0051], [-1.7266, -1.7513, -0.7444], [0.9365, -2.2581, 1.1847], [0.2880, -1.1770, 1.8544], [0.5513, -0.7726, 2.8351], [-1.5825, -0.0246, 1.3318], [0.4423, -3.3168, -0.7318], [1.7913, -2.8146, 1.5757], [1.2877, -0.0981, -0.4189], [-0.7989, 1.0320, -4.3506], [0.2663, 0.8214, -4.1546], [-0.9316, 1.9136, -4.9989], [-1.2684, 0.2344, -4.9795], [-2.1883, 0.0924, -3.0147], [-3.7682, 0.8567, -2.4899], [-4.4633, 0.2711, -1.4134], [-4.2097, -0.7432, -1.1011], [-5.4999, 0.9688, -0.7840], [-6.0176, 0.5434, 0.0738], [-5.9377, 2.1951, -1.2909], [-6.7825, 2.7247, -0.8345], [-5.3251, 2.7211, -2.4372], [-5.7339, 3.6261, -2.8928], [-4.2387, 2.0643, -3.0341], [-3.7620, 2.4444, -3.9432], [-2.0247, -1.6751, -3.5675], [-3.2228, -2.3965, -3.6583], [-4.1666, -1.8330, -3.7450], [-3.1999, -3.7948, -3.6444], [-4.1382, -4.3489, -3.6670], [-1.9830, -4.4901, -3.6026], [-1.9771, -5.5788, -3.5221], [-0.7813, -3.7752, -3.6834], [0.1581, -4.3254, -3.7349], [-0.7932, -2.3691, -3.7117], [0.1308, -1.8024, -3.8641], [-1.3444, -0.0018, -1.8091], [-1.3866, 1.4704, -3.3591], [1.1767, 4.2702, -1.9400], [0.7279, 3.0101, -1.5357], [1.4466, 2.2405, -0.6827], [2.5766, 2.7428, -0.0982], [3.0614, 4.0433, -0.4409], [2.3415, 4.7801, -1.3984], [4.2301, 4.5242, 0.2263], [4.8564, 3.7955, 1.2064], [4.3905, 2.5087, 1.6099], [4.9631, 1.7670, 2.6580], [4.4267, 0.5452, 3.0122], [3.3613, 0.0328, 2.2695], [2.8230, 0.6937, 1.2243], [3.2688, 1.9500, 0.9223], [0.6102, 4.8353, -2.6781], [-0.2192, 2.5932, -1.8870], [2.7109, 5.7601, -1.6885], [4.5990, 5.5125, -0.0504], [5.7301, 4.2022, 1.7140], [5.8175, 2.1821, 3.1886], [4.8096, -0.0426, 3.8410], [2.9223, -0.9335, 2.5222]]}